1.
An isolated ion of composition C9H19N2O2 and charge +1 at a distorted geometry. Source: the OMol25 dataset; level of theory: ωB97M-V/def2-TZVPD.

```
32
Properties=species:S:1:pos:R:3
C 0.2198 1.0195 -0.7073
C 2.5409 0.0189 -0.3894
C 4.4222 1.0891 0.5206
C -3.5682 1.3800 1.1086
C -0.9259 -1.8108 1.1355
C -0.5878 -2.0140 -1.3315
C 3.8328 0.5103 -0.7633
C -2.9225 1.5466 -0.2729
C -0.8149 0.2102 -0.4575
N -2.1360 0.4173 -0.5742
N -0.3895 -1.1549 -0.0981
O 1.6141 0.8515 -0.8713
O 2.2558 -1.0198 0.2663
H 0.1463 2.0907 -0.8326
H 4.3366 0.3234 1.3635
H 5.4539 1.5824 0.2793
H 3.7649 1.8887 0.8239
H -3.9139 0.2895 1.2577
H -2.8073 1.4978 1.9472
H -4.2259 2.1426 1.4713
H -0.1307 -1.9600 1.9462
H -1.7065 -1.0741 1.5822
H -1.4034 -2.8120 0.9359
H -0.1332 -3.0004 -1.2793
H -1.6716 -2.1375 -1.3700
H -0.2882 -1.4101 -2.1341
H 4.6169 -0.2147 -1.1984
H 3.7057 1.2033 -1.5910
H -3.5915 1.6219 -1.1317
H -2.3085 2.4594 -0.4220
H -2.6189 -0.3819 -0.1375
H 0.6557 -1.1378 0.0774
```

Results
Total charge: +1
Orbital gap (eV): 9.81
F_max (hartree/bohr): 0.085
LUMO level (Ha): -0.0912
SMILES: CCN/C(=C/OC(=O)CC)[NH+](C)C
Spin multiplicity: 1
Relative energy (zero: lowest compared OMol25 entry of this formula, charge and spin) (kJ/mol): 196.3

---

2.
An isolated ion of composition C9H19N2S and charge +1 at a distorted geometry. Source: the OMol25 dataset; level of theory: ωB97M-V/def2-TZVPD.

```
31
Properties=species:S:1:pos:R:3
C -0.3362 1.1863 -1.3518
C 0.3129 -0.1451 -1.8804
C -0.5038 -0.5874 -3.1577
C 0.4383 -1.2995 -0.7964
N -0.2745 -1.0062 0.4562
C 0.1932 -0.5049 1.5624
C 1.6541 -0.1429 1.8828
C 2.1306 1.2531 1.3803
N 1.2390 2.3610 1.7537
S -1.0524 -0.1633 2.8322
C -2.4521 -0.5654 1.6951
C -1.7191 -1.3594 0.5545
H -1.4380 1.1033 -1.4440
H 0.0700 2.0351 -1.9466
H -0.0947 1.4140 -0.2920
H 1.3518 0.1091 -2.1883
H 0.1192 -0.5068 -4.0778
H -1.4163 0.0302 -3.3063
H -0.8328 -1.6503 -3.1029
H 1.5036 -1.5654 -0.6430
H -0.0494 -2.1970 -1.2407
H 2.3677 -0.9171 1.5088
H 1.7743 -0.1684 2.9921
H 2.3794 1.2180 0.2867
H 3.1076 1.4499 1.8849
H 1.4174 3.1430 1.1245
H 0.2571 2.1358 1.6080
H -3.1014 0.2776 1.3696
H -3.1610 -1.3216 2.0933
H -1.6932 -2.4295 0.8784
H -2.1912 -1.1861 -0.4355
```

Results
Total charge: +1
Orbital gap (eV): 9.05
F_max (hartree/bohr): 0.033
LUMO level (Ha): -0.1412
Spin multiplicity: 1
Relative energy (zero: lowest compared OMol25 entry of this formula, charge and spin) (kJ/mol): 0.0

---

3.
A 2-piece molecular cluster, C9H19N3 overall at a distorted geometry. Source: the OMol25 dataset; level of theory: ωB97M-V/def2-TZVPD.

```
31
Properties=species:S:1:pos:R:3
C -0.5953 3.3921 -0.6714
C 0.0163 -0.1954 -2.7980
C -2.0586 0.6297 0.1928
C -1.4726 -1.9259 1.3525
C 0.8306 -1.6424 0.5396
C -0.0476 -0.3131 2.5051
C 1.9766 0.9493 -2.2403
C 0.3027 1.1414 -0.1619
C -0.4218 -0.8943 1.1280
N -0.1587 2.4098 0.0241
N 0.7138 0.4687 -2.0262
N -0.8219 0.2671 0.3310
H -0.6132 3.3074 -1.7566
H -1.0186 4.3317 -0.1035
H -1.0745 -0.4213 -2.5951
H 0.4610 -0.6078 -3.7651
H -2.8065 0.0058 0.6213
H -2.3296 1.5784 -0.2254
H -2.3838 -1.5247 1.7058
H -1.7146 -2.6809 0.5200
H -1.1007 -2.5417 2.1786
H 0.6556 -1.9551 -0.4648
H 1.1339 -2.6497 0.9826
H 1.6634 -0.8642 0.3674
H 0.6503 0.6585 2.4659
H -0.8525 -0.0467 3.1793
H 0.5104 -1.1124 3.1291
H 2.2443 2.0857 -2.1514
H 2.2917 0.8914 -3.3602
H 2.6868 0.3729 -1.6725
H 1.2570 0.8976 0.3480
```

Results
Total charge: +2
Orbital gap (eV): 9.16
F_max (hartree/bohr): 0.121
LUMO level (Ha): -0.3339
Spin multiplicity: 1
Relative energy (zero: lowest compared OMol25 entry of this formula, charge and spin) (kJ/mol): 298.7

---

4.
An isolated molecule of C9H19N3O2 at a distorted geometry. Source: the OMol25 dataset; level of theory: ωB97M-V/def2-TZVPD.

```
33
Properties=species:S:1:pos:R:3
C -1.2022 0.3793 0.1711
C 0.8706 -0.8515 0.2108
C 1.5457 0.5084 -0.2161
C 1.0302 -1.8786 -0.8734
C 1.3340 -1.2035 1.6170
C 1.1411 0.9954 -1.6590
C 3.0545 0.4436 -0.1693
C -2.6459 2.0162 -0.3411
C -3.6063 -0.2132 0.2979
N -0.6195 -0.6959 0.2566
N 1.2674 1.4226 0.9197
N -2.4927 0.6367 0.0719
O 1.2319 2.6196 0.8460
O -1.3195 -2.0765 0.7515
H 2.0681 -2.1170 -0.9268
H 0.5818 -1.4950 -1.7593
H 0.4360 -2.6479 -0.3801
H 2.2416 -1.6025 1.5940
H 0.6680 -1.7921 2.2289
H 1.5354 -0.3010 2.1443
H 0.1488 1.1861 -1.7673
H 1.5389 0.1848 -2.2833
H 1.8205 1.8035 -1.8805
H 3.4565 0.2753 0.8237
H 3.4452 1.4076 -0.3410
H 3.3908 -0.3053 -0.8444
H -2.8691 2.6675 0.5485
H -1.5828 2.1518 -0.6236
H -3.3418 2.1642 -1.1999
H -4.2817 0.0834 1.1300
H -4.1757 -0.4714 -0.6487
H -3.4773 -1.2173 0.5849
H -1.1925 -2.0771 1.7170
```

Results
Orbital gap (alpha / beta) (eV): 8.56 / 8.56
F_max (hartree/bohr): 0.093
LUMO level (alpha / beta) (Ha): 0.0194 / 0.0194
Spin multiplicity: 1
Relative energy (zero: lowest compared OMol25 entry of this formula, charge and spin) (kJ/mol): 2.7

---

Which formula does entry 3 have?
C9H19N3